ORCA calculation (ωB97M-V with the def2-TZVPD basis set) on a structure of composition C33H25BCl2IN14O4V in a non-equilibrium geometry.

## Properties
largest force on an atom	0.053	Eh/bohr
M	941.22	u
gap between HOMO and LUMO (alpha / beta)	5.14 / 5.08	eV
energy above the lowest of the compared OMol25 structures with the same formula, charge and spin	0.00	kcal/mol

ORCA input file:
```
! wB97M-V def2-TZVPD RIJCOSX def2/J DEFGRID3
* xyz -1 2
V 1.8780 0.4769 -0.0794
C -3.3603 1.8880 0.9668
N -2.1434 1.4829 0.3048
C -0.9632 1.1635 0.8522
N -0.1314 0.7606 -0.0957
C -0.8832 0.8485 -1.2384
N -2.1037 1.2806 -1.0250
C -4.0066 0.7804 1.7742
C -5.0123 1.0990 2.6800
C -5.6444 0.1004 3.4056
C -5.2853 -1.2244 3.2399
C -4.2767 -1.5499 2.3366
C -3.6420 -0.5440 1.6070
C -3.8805 -2.9331 2.1513
N -4.3303 -3.9932 2.7455
N -3.6427 -5.0601 2.2360
C -2.8052 -4.5939 1.3647
O -2.9096 -3.2461 1.2607
C -1.8367 -5.3045 0.5502
C -1.6127 -6.6696 0.7282
C -0.6610 -7.3080 -0.0424
C 0.0779 -6.6022 -0.9844
C -0.1451 -5.2462 -1.1754
C 0.6939 -4.4409 -2.1476
N 1.3459 -3.3520 -1.4518
C 1.0445 -2.0518 -1.4819
N 1.7943 -1.4165 -0.5916
C 2.5416 -2.4145 -0.0281
N 2.2908 -3.6004 -0.5181
C -1.1046 -4.6041 -0.4077
H -4.0352 2.2095 0.1749
H -3.1494 2.7451 1.6085
H -0.7608 1.2238 1.9100
H -0.5035 0.5857 -2.2203
H -5.3001 2.1339 2.8237
H -6.4214 0.3613 4.1125
H -5.7611 -2.0187 3.7988
H -2.8687 -0.8204 0.9024
H -2.1804 -7.2010 1.4804
H -0.4705 -8.3640 0.1008
H 0.8393 -7.1059 -1.5673
H 0.0916 -3.9946 -2.9382
H 1.4595 -5.0738 -2.5933
H 0.3835 -1.5821 -2.1954
H 3.2567 -2.2438 0.7578
H -1.2790 -3.5419 -0.5290
I 7.3962 -0.1888 -2.6279
C 5.8303 0.4119 -1.4039
C 5.7591 1.5694 -0.6676
N 4.5728 1.5303 -0.0374
N 3.8592 0.4308 -0.3425
C 4.6294 -0.2687 -1.1727
H 6.4560 2.3811 -0.5548
H 4.1152 2.2623 0.4882
H 4.3093 -1.2089 -1.5870
N 1.8717 -0.0797 1.7323
C 1.3704 -0.0062 2.7979
N 0.9101 -0.0177 3.9699
C -0.1368 0.5937 4.4630
N -1.0548 1.1026 4.9557
Cl 1.9696 2.0349 -1.8843
C 1.2564 -0.4369 -3.7803
Cl 0.5465 -1.8748 -4.5993
H 2.3383 -0.4789 -3.9196
H 0.8387 0.4525 -4.2546
O 1.3279 3.3302 2.9382
C 1.6270 3.1015 1.8346
N 1.9918 2.8227 0.7191
O 0.4028 4.0285 -0.7752
B 1.7432 3.4642 -0.6581
O 2.6895 4.5427 -0.9368
C 1.9345 5.6164 -1.2883
C 2.3527 6.8618 -1.6957
C 1.3724 7.8105 -2.0031
C 0.0260 7.5037 -1.9042
C -0.3962 6.2350 -1.4984
C 0.5735 5.3083 -1.1923
H 3.4056 7.0973 -1.7824
H 1.6835 8.7970 -2.3223
H -0.7140 8.2574 -2.1431
H -1.4444 5.9753 -1.4295
*
```

---

ORCA calculation (ωB97M-V with the def2-TZVPD basis set) on the ion C3H6N3 with charge +1 in a non-equilibrium geometry.

## Properties
largest force on an atom	0.121	Eh/bohr
M	84.10	u
gap between HOMO and LUMO	8.82	eV
energy above the lowest of the compared OMol25 structures with the same formula, charge and spin	80.91	kcal/mol

ORCA input file:
```
! wB97M-V def2-TZVPD RIJCOSX def2/J DEFGRID3
* xyz 1 1
C -3.1648 0.1711 0.1067
C 1.8259 -0.6286 -0.0379
C 0.3839 -0.6099 -0.0714
N -1.9225 0.2009 -0.2310
N -0.7780 -0.3420 -0.0159
N 2.3428 0.7028 -0.0319
H -3.7950 0.8932 -0.3927
H -3.5867 -0.5112 0.8434
H 2.1585 -1.1675 0.8574
H 2.1834 -1.1855 -0.9144
H 2.1087 1.2547 0.7816
H 2.2438 1.2219 -0.8940
*
```

---

ORCA calculation (ωB97M-V with the def2-TZVPD basis set) on a structure of composition C41H33BrCl5N4O3SSiZr in a non-equilibrium geometry.

## Properties
largest force on an atom	0.030	Eh/bohr
M	1038.29	u
gap between HOMO and LUMO	6.01	eV
energy above the lowest of the compared OMol25 structures with the same formula, charge and spin	52.78	kcal/mol

ORCA input file:
```
! wB97M-V def2-TZVPD RIJCOSX def2/J DEFGRID3
* xyz -1 1
Zr 0.2315 -0.2520 0.8562
C 0.7304 -4.0796 3.5067
C -0.5162 -4.6785 3.3826
C -1.4687 -4.0743 2.5829
C -1.1740 -2.8836 1.9149
C 0.0690 -2.2335 2.0406
C 1.0037 -2.8859 2.8539
C -2.1808 -2.2623 1.0355
C -3.3518 -2.9558 0.6199
C -4.2201 -2.3730 -0.2379
C -4.0163 -1.0352 -0.6503
C -4.9221 -0.3653 -1.5043
C -4.7230 0.9452 -1.8283
C -3.6223 1.6343 -1.2768
C -2.7204 1.0008 -0.4689
C -2.8757 -0.3724 -0.1636
N -1.9426 -1.0285 0.6160
H 1.4930 -4.5409 4.1243
H -0.7423 -5.6010 3.9023
H -2.4457 -4.5324 2.5001
H 1.9885 -2.4534 2.9931
H -3.5122 -3.9704 0.9481
H -5.0821 -2.9172 -0.6076
H -5.7787 -0.9099 -1.8840
H -5.4140 1.4593 -2.4839
H -3.4742 2.6838 -1.5017
H -1.9216 1.5693 -0.0144
Cl 3.4485 4.8333 5.3424
C 2.8572 3.8544 4.0484
C 2.3506 2.5856 4.2981
Cl 2.3236 1.9677 5.9111
C 1.8697 1.8114 3.2540
Cl 1.2774 0.2183 3.5749
C 1.8478 2.2563 1.9170
O 1.3933 1.5209 0.9412
C 2.4064 3.5305 1.6945
Cl 2.4596 4.1203 0.0799
C 2.8875 4.3135 2.7343
Cl 3.5299 5.8803 2.4023
Br 3.1832 -0.8381 1.0076
C 3.2120 -2.3588 -0.1252
C 4.4212 -2.9713 -0.2644
C 4.5273 -4.0997 -1.1003
C 3.4196 -4.5493 -1.7515
C 2.1648 -3.9047 -1.6097
C 1.0519 -4.3879 -2.3360
C -0.1419 -3.7465 -2.2221
C -0.2706 -2.6223 -1.3800
C 0.7451 -2.0816 -0.6134
C 2.0104 -2.7632 -0.7677
H 5.2873 -2.5885 0.2575
H 5.4837 -4.5932 -1.2182
H 3.4783 -5.4123 -2.4055
H 1.1757 -5.2514 -2.9799
H -1.0013 -4.0863 -2.7909
H -1.2483 -2.1568 -1.3801
C -3.9566 6.1111 0.6951
N -2.5972 5.7203 0.9917
C -2.2612 4.6019 1.7008
N -3.2075 3.6570 1.8040
S -0.7380 4.4325 2.3699
H -3.9336 7.0218 0.1006
H -4.5501 6.2956 1.5970
H -4.4670 5.3539 0.0960
H -1.9017 6.4428 1.0762
H -4.0683 3.7146 1.2907
H -2.9662 2.7677 2.2426
O -2.9173 0.9962 2.9443
N -1.8582 0.4295 2.8263
O -1.0072 1.0417 2.0461
C 0.1176 2.5718 -2.2025
Si 0.2310 0.7085 -1.8526
C -0.8875 0.0116 -3.2352
C 1.9776 0.2697 -2.5008
C 3.1069 0.9823 -2.0857
C 4.3872 0.6300 -2.4945
C 4.5759 -0.4597 -3.3337
C 3.4725 -1.1859 -3.7618
C 2.1969 -0.8224 -3.3489
H 0.0752 2.7265 -3.2853
H 0.9768 3.1090 -1.8092
H -0.7747 3.0261 -1.7584
H -0.4681 0.3033 -4.2035
H -1.8942 0.4339 -3.1618
H -0.9830 -1.0732 -3.2281
H 2.9852 1.8217 -1.4099
H 5.2405 1.2024 -2.1478
H 5.5737 -0.7444 -3.6470
H 3.6057 -2.0474 -4.4069
H 1.3535 -1.4185 -3.6816
*
```

---

ORCA calculation (ωB97M-V with the def2-TZVPD basis set) on the molecule C19H24N2O3S in a non-equilibrium geometry.

## Properties
largest force on an atom	0.022	Eh/bohr
M	360.48	u
gap between HOMO and LUMO	8.05	eV
energy above the lowest of the compared OMol25 structures with the same formula, charge and spin	5.91	kcal/mol

ORCA input file:
```
! wB97M-V def2-TZVPD RIJCOSX def2/J DEFGRID3
* xyz 0 1
C 1.5292 6.3471 1.4651
C 0.8804 4.9798 1.2895
C 1.7669 4.0414 0.4744
C 1.1055 2.6760 0.2303
C 2.0281 1.6597 -0.4393
H 1.9394 0.6838 0.0362
H 3.0714 1.9700 -0.4120
C 1.5307 1.5658 -1.9013
C 1.2406 0.1367 -2.2819
C 1.5178 -0.4793 -3.4572
S 0.9406 -2.1101 -3.4452
C 0.3404 -1.8153 -1.8002
N 0.5847 -0.6296 -1.3643
N -0.2863 -2.8154 -1.1524
C -0.8881 -2.7832 0.1073
C -1.4289 -3.9680 0.6065
C -2.0320 -3.9922 1.8432
C -2.1165 -2.8344 2.6204
C -1.5821 -1.6532 2.1166
C -0.9752 -1.6284 0.8734
H -0.5719 -0.7078 0.4871
H -1.6359 -0.7321 2.6746
O -2.7503 -2.9801 3.8168
C -2.8081 -1.8942 4.7194
C -1.4878 -1.6663 5.4505
H -1.2002 -2.5706 5.9809
H -1.6005 -0.8569 6.1666
H -0.6951 -1.4125 4.7510
H -3.5829 -2.1807 5.4361
H -3.1345 -0.9807 4.2075
H -2.4546 -4.9036 2.2349
H -1.3754 -4.8732 0.0183
H -0.3504 -3.6940 -1.6462
H 2.0159 -0.1027 -4.3250
C 2.4735 2.2518 -2.8859
H 3.4078 1.7013 -2.9546
H 2.0099 2.3034 -3.8672
H 2.6793 3.2653 -2.5501
O 0.2716 2.2569 -1.9300
C -0.0351 2.8327 -0.7682
O -1.0688 3.4122 -0.5906
H 0.7036 2.3079 1.1769
H 2.0010 4.5102 -0.4850
H 2.7088 3.8813 1.0066
H -0.0817 5.0900 0.7884
H 0.6961 4.5361 2.2706
H 0.8900 6.9974 2.0569
H 1.6948 6.8189 0.4990
H 2.4888 6.2559 1.9709
*
```

---

ORCA calculation (ωB97M-V with the def2-TZVPD basis set) on a structure of composition C21H51AlBO9S2 in a non-equilibrium geometry.

## Properties
largest force on an atom	0.026	Eh/bohr
M	549.56	u
gap between HOMO and LUMO	6.45	eV

ORCA input file:
```
! wB97M-V def2-TZVPD RIJCOSX def2/J DEFGRID3
* xyz -1 1
C 4.4106 1.0855 -1.4055
O 3.7385 1.3278 -2.6060
C 2.3453 1.0412 -2.4895
C 1.7406 0.9231 -3.8841
C 0.6434 1.9447 -4.1386
C -0.6517 1.6862 -3.3659
C -1.6550 2.8201 -3.5355
Al -3.3651 2.6410 -2.4355
S -5.1444 1.8902 -3.7120
C -3.0534 1.3079 -0.9034
C -3.1952 -0.1209 -1.4136
C -2.6476 -1.2868 -0.5303
S -1.9393 -0.8615 1.0776
B -3.7860 4.5652 -1.5851
O -3.7935 5.6938 -2.4300
O -4.0414 4.8011 -0.2282
H 5.4359 1.4268 -1.4944
H 4.4400 0.0202 -1.1600
H 3.9545 1.6156 -0.5694
H 1.8600 1.8661 -1.9677
H 2.2276 0.1028 -1.9475
H 1.4185 -0.0970 -4.0752
H 2.5551 1.1204 -4.5756
H 0.4343 2.0479 -5.1987
H 1.0261 2.9111 -3.8090
H -1.0675 0.7591 -3.7528
H -0.3951 1.5414 -2.3191
H -1.1818 3.7790 -3.3170
H -1.9071 2.8513 -4.5967
H -4.6179 0.9798 -4.5423
H -2.0456 1.5127 -0.5576
H -3.7894 1.5435 -0.1425
H -2.7346 -0.1696 -2.3955
H -4.2521 -0.2899 -1.5817
H -1.9273 -1.8449 -1.1150
H -3.4540 -1.9662 -0.2861
H -0.8778 -0.0870 0.8219
H -2.8885 5.8652 -2.7332
H -3.2394 4.5937 0.2838
C 2.9705 1.6237 3.0334
O 2.1698 2.7693 3.2053
C 1.5808 3.2311 1.9967
C 0.2506 3.8952 2.2685
O -0.7957 2.9843 2.5486
C -0.7767 2.3365 3.8084
C -1.1464 3.2221 4.9754
O -0.0734 4.0813 5.3354
C -0.5123 5.2884 5.9108
H 3.8570 1.8448 2.4285
H 3.2906 1.2962 4.0213
H 2.4021 0.8118 2.5636
H 1.4285 2.4015 1.2961
H 2.2578 3.9621 1.5327
H -0.0552 4.4052 1.3517
H 0.3446 4.6522 3.0500
H 0.1800 1.8378 3.9773
H -1.5390 1.5576 3.7346
H -1.3855 2.5882 5.8404
H -2.0337 3.8078 4.7104
H -1.1991 5.8183 5.2406
H 0.3641 5.9135 6.0736
H -1.0087 5.1141 6.8733
C 0.9779 -8.9801 0.5147
O 1.3740 -7.7412 -0.0234
C 0.8490 -7.5088 -1.3204
C 0.6284 -6.0344 -1.5753
O -0.5125 -5.4944 -0.9344
C -0.4418 -5.2554 0.4649
C 0.4058 -4.0676 0.8532
O 1.7931 -4.3786 0.7790
C 2.5810 -3.2477 0.4890
H 1.3969 -9.8160 -0.0588
H 1.3518 -9.0290 1.5359
H -0.1146 -9.0671 0.5391
H -0.1017 -8.0380 -1.4516
H 1.5677 -7.8919 -2.0587
H 0.4275 -5.9205 -2.6434
H 1.5266 -5.4570 -1.3484
H -0.1343 -6.1526 1.0060
H -1.4680 -5.0284 0.7605
H 0.1720 -3.7830 1.8863
H 0.1636 -3.2240 0.1988
H 2.2563 -2.7682 -0.4422
H 3.6094 -3.5846 0.3657
H 2.5412 -2.5150 1.3039
*
```

---

ORCA calculation (ωB97M-V with the def2-TZVPD basis set) on a structure of composition C16H11F3FeO3S in a non-equilibrium geometry.

## Properties
largest force on an atom	0.164	Eh/bohr
M	396.17	u
gap between HOMO and LUMO (alpha / beta)	7.42 / 5.69	eV
energy above the lowest of the compared OMol25 structures with the same formula, charge and spin	13.29	kcal/mol

ORCA input file:
```
! wB97M-V def2-TZVPD RIJCOSX def2/J DEFGRID3
* xyz 2 5
O -0.8042 3.2303 2.7443
C -1.5175 2.7651 1.9619
Fe -2.8510 2.0716 1.0399
C -3.3741 1.0347 2.3967
O -3.6900 0.6447 3.4479
C -3.9287 3.3317 1.5285
O -4.5791 4.1014 2.1265
C -1.1070 0.7571 -0.2344
C -0.9018 2.0605 -0.9086
C -2.1237 2.9390 -0.6592
C -3.3727 2.3656 -1.0001
C -3.5265 0.9993 -0.7542
C -2.4245 0.2927 -0.1852
H -0.3581 0.2336 0.4040
H 0.0283 2.5954 -0.6516
H -0.8292 1.8367 -1.9930
H -1.9708 4.0274 -0.6638
H -4.1975 2.9877 -1.3364
H -4.4831 0.4993 -0.9140
H -2.6219 -0.7190 0.1918
F 4.9577 -2.5869 -2.8851
C 4.2575 -3.4967 -2.1401
F 3.3419 -4.0801 -2.9820
F 5.1387 -4.4759 -1.7734
C 3.5747 -2.8546 -0.9528
C 3.4512 -3.5725 0.2287
C 2.8446 -2.9674 1.3367
C 2.3298 -1.6795 1.2425
C 2.3705 -0.9719 0.0039
S 1.6406 0.5115 -0.1591
C 3.0592 -1.5717 -1.0923
H 3.8377 -4.5871 0.2829
H 2.7817 -3.5191 2.2718
H 1.8735 -1.1818 2.0933
H 3.1740 -1.0210 -2.0162
*
```

---

ORCA calculation (ωB97M-V with the def2-TZVPD basis set) on a structure of composition C35H33BrIrN2O2Si.

## Properties
largest force on an atom	0.005	Eh/bohr
M	813.87	u
gap between HOMO and LUMO	7.12	eV
energy above the lowest of the compared OMol25 structures with the same formula, charge and spin	14.12	kcal/mol

ORCA input file:
```
! wB97M-V def2-TZVPD RIJCOSX def2/J DEFGRID3
* xyz 1 1
Ir -0.1293 0.0421 0.0871
C -4.5016 3.4973 -1.4722
C -4.2689 2.1427 -0.7941
C -5.4830 1.7573 0.0446
C -2.9686 2.1685 -0.0132
C -1.7549 2.1915 -0.6900
C -0.5268 2.3442 -0.0167
C -0.5031 2.3858 1.3974
C 0.7617 2.7056 2.1598
C -1.7246 2.3237 2.0677
C -2.9243 2.2479 1.3787
H -5.4066 3.4707 -2.0801
H -3.6675 3.7723 -2.1185
H -4.6186 4.2830 -0.7227
H -4.1506 1.3922 -1.5819
H -5.7176 2.5244 0.7855
H -5.3326 0.8118 0.5697
H -6.3582 1.6525 -0.5967
H -1.7460 2.1822 -1.7745
H 0.3211 2.6972 -0.5870
H 1.5075 1.9084 2.1039
H 0.5450 2.8613 3.2156
H 1.2143 3.6230 1.7779
H -1.7331 2.3893 3.1493
H -3.8456 2.2504 1.9466
O 0.6157 -1.7666 -2.3601
C 0.5309 -2.4823 -1.2861
N 0.2561 -1.9561 -0.1187
C 0.2217 -3.0173 0.8462
O -0.0179 -2.8580 2.0060
C 0.5282 -4.2798 0.1042
C 0.6340 -5.5803 0.5328
C 0.9405 -6.5441 -0.4314
C 1.1266 -6.1990 -1.7637
C 1.0175 -4.8743 -2.1901
C 0.7187 -3.9366 -1.2280
H 0.4874 -5.8436 1.5715
H 1.0349 -7.5805 -0.1368
H 1.3611 -6.9717 -2.4829
H 1.1621 -4.6016 -3.2265
C 3.6531 3.7120 -3.3514
C 3.4707 4.1507 -2.0478
C 2.9720 3.2855 -1.0844
C 2.6470 1.9679 -1.4056
C 2.8382 1.5418 -2.7263
C 3.3385 2.4038 -3.6916
Si 1.9598 0.6447 -0.2776
C 3.3949 -0.0999 0.6123
C 3.1553 -1.0005 1.6609
C 4.2015 -1.5538 2.3783
C 5.5110 -1.2180 2.0534
C 5.7712 -0.3240 1.0225
C 4.7217 0.2346 0.3115
H 4.0424 4.3880 -4.1010
H 3.7215 5.1684 -1.7787
H 2.8549 3.6461 -0.0674
H 2.6025 0.5212 -3.0183
H 3.4826 2.0558 -4.7060
H 0.3945 -0.8291 -2.0534
H 2.1329 -1.2392 1.9320
H 4.0024 -2.2414 3.1898
H 6.3315 -1.6492 2.6123
H 6.7917 -0.0569 0.7821
H 4.9309 0.9413 -0.4847
Br -2.8188 -1.2045 -1.7423
C -3.0265 -1.2432 0.1337
C -4.1630 -1.8393 0.6582
C -4.2856 -1.9041 2.0356
C -3.2691 -1.3888 2.8257
C -2.1752 -0.8167 2.2115
N -2.0579 -0.7214 0.8787
H -4.9165 -2.2380 -0.0044
H -5.1583 -2.3610 2.4823
H -3.3112 -1.4381 3.9040
H -1.3460 -0.4277 2.7834
*
```